# 1
Here is 2 unconnected molecules or ions with the total composition C5H13N2O from the Open Molecules 2025 dataset. Energies are from wB97M-V/def2-TZVPD.

ORCA input file:
```
! RIJCOSX wB97M-V def2-TZVPD def2/J DEFGRID3
* xyz -1 1
C -1.84 -1.77 -0.74
N -1.42 -1.51 -2.12
C -0.72 -0.18 -2.21
O 0.33 -0.03 -1.42
H -2.77 -1.23 -0.54
H -1.09 -1.45 -0.02
H -2.03 -2.84 -0.62
H -0.72 -2.21 -2.36
H -1.56 0.54 -2.02
H -0.48 -0.09 -3.30
C -0.58 1.51 2.34
C 0.30 1.11 1.42
N 1.58 0.68 1.69
C 2.54 0.56 0.60
H -0.32 1.53 3.40
H -1.57 1.79 2.01
H 0.04 1.08 0.35
H 1.96 0.96 2.58
H 3.24 -0.26 0.81
H 1.99 0.33 -0.32
H 3.13 1.48 0.46
*
```

ΔE to the lowest compared entry with this formula, charge and spin: 26.73 kcal per mole
maximum force: 0.41 eV/A
gap between HOMO and LUMO: 7.0 eV

=====

# 2
Here is C7H12O in the gas phase from the Open Molecules 2025 dataset. Energies are from wB97M-V/def2-TZVPD.

ORCA input file:
```
! RIJCOSX wB97M-V def2-TZVPD def2/J DEFGRID3
* xyz 0 1
C 3.30 -2.21 0.80
C 2.05 -1.92 0.48
C 1.46 -0.59 0.72
C 0.65 0.06 -0.08
C -0.01 1.42 0.14
C -1.50 1.22 0.43
C -2.42 1.45 -0.77
O -2.80 0.21 -1.39
H 3.95 -1.45 1.21
H 3.79 -3.17 0.65
H 1.42 -2.72 0.10
H 1.80 -0.14 1.64
H 0.41 -0.37 -1.06
H 0.58 1.88 0.93
H 0.25 1.96 -0.76
H -1.68 0.21 0.79
H -1.79 1.91 1.23
H -3.35 1.87 -0.40
H -2.07 2.12 -1.56
H -2.11 -0.06 -2.01
*
```

ΔE to the lowest compared entry with this formula, charge and spin: 36.31 kcal per mole
SMILES: C=C/C=C/CCCO
maximum force: 2.20 eV/A
gap between HOMO and LUMO: 9.9 eV

=====

# 3
Here is 2 unconnected molecules or ions with the total composition C14H35ClNO6P2 from the Open Molecules 2025 dataset. Energies are from wB97M-V/def2-TZVPD.

ORCA input file:
```
! RIJCOSX wB97M-V def2-TZVPD def2/J DEFGRID3
* xyz -1 1
C -4.74 -0.04 2.25
C -4.55 0.35 0.79
C -4.30 -0.89 -0.06
O -3.90 -0.62 -1.39
P -2.35 -0.28 -1.93
O -2.60 1.38 -1.81
Cl -3.24 -0.23 -3.97
C -0.62 -0.01 -2.68
C 0.35 0.90 -1.91
C 1.09 1.85 -2.87
C 0.19 3.01 -3.32
O -0.11 2.88 -4.71
C -1.45 3.22 -5.02
O -1.68 -0.22 -0.24
N -0.91 -1.25 0.14
O -0.64 -1.19 1.29
P -2.15 -2.59 -2.08
O -2.87 -3.44 -1.08
H -3.89 -0.63 2.60
H -5.65 -0.63 2.40
H -4.79 0.84 2.90
H -3.72 1.05 0.72
H -5.45 0.85 0.42
H -5.25 -1.42 -0.15
H -3.63 -1.59 0.44
H -2.37 1.66 -0.91
H -0.80 0.41 -3.66
H -0.14 -0.97 -2.85
H -0.18 1.51 -1.18
H 1.09 0.30 -1.37
H 1.40 1.31 -3.77
H 1.98 2.23 -2.37
H 0.67 3.98 -3.15
H -0.74 2.99 -2.75
H -2.14 2.42 -4.75
H -1.49 3.41 -6.10
H -1.76 4.14 -4.50
H -2.55 -2.88 -3.40
H -0.77 -2.90 -2.16
C 5.17 -0.31 4.96
C 3.76 -0.07 4.43
C 3.05 -1.35 3.99
C 3.74 -2.10 2.84
C 3.94 -1.28 1.57
C 2.63 -0.79 0.96
H 5.82 -0.73 4.19
H 5.63 0.63 5.29
H 5.16 -0.99 5.81
H 3.80 0.64 3.59
H 3.16 0.41 5.20
H 2.03 -1.11 3.70
H 2.97 -2.02 4.85
H 3.13 -2.98 2.60
H 4.71 -2.49 3.18
H 4.47 -1.90 0.84
H 4.60 -0.43 1.77
H 1.97 -1.63 0.73
H 2.81 -0.24 0.04
H 2.09 -0.13 1.64
*
```

ΔE to the lowest compared entry with this formula, charge and spin: 0.00 kcal per mole
maximum force: 0.39 eV/A
gap between HOMO and LUMO: 7.7 eV